## a
C6H12N2OS | wB97M-V/def2-TZVPD

Summary:
E_LUMO = 0.6115 eV
multiplicity = 1
HOMO level = -8.4 eV
total charge = 0

Structure (XYZ):
```
22
C6H12N2OS, DFT wB97M-V/def2-TZVPD
C -0.0057 -0.4516 0.2333
C 0.1172 -2.1175 1.8885
C -0.9274 -0.2989 -2.0171
C 0.7077 1.4198 -1.3336
C -1.4437 1.3503 -0.0647
C -0.3610 0.4809 -0.8202
N -0.2473 -1.5859 0.6285
N 1.3063 0.1957 1.6993
O 2.8148 -1.6464 2.5200
S 1.5341 -0.9972 2.7366
H -0.7743 -1.8620 2.5105
H 0.3440 -3.1748 1.9459
H -1.6289 -1.0216 -1.8720
H -1.2345 0.3407 -2.9160
H -0.0443 -0.9893 -2.4212
H 1.0374 2.1430 -0.4483
H 0.1801 2.0265 -2.1961
H 1.4895 0.9487 -1.7344
H -0.8932 1.8486 0.8706
H -2.2643 0.6345 0.1562
H -1.7903 2.0202 -0.7663
H 2.0838 0.7365 1.4005
```

## b
C6H12N2OS | wB97M-V/def2-TZVPD

Summary:
E_LUMO (spin up / spin down) = -1.4615 / -1.4580 eV
multiplicity = 1
HOMO level (spin up / spin down) = -7.5 / -7.5 eV
total charge = 0

Structure (XYZ):
```
22
C6H12N2OS, DFT wB97M-V/def2-TZVPD
C 0.1309 0.8944 0.4422
C -0.3949 1.2148 -0.9192
C -0.1878 2.6568 -1.3566
C -0.3590 0.2362 -2.0596
C -0.3287 -0.7521 2.2779
C 1.1472 -2.6433 0.5935
N 0.0986 -0.5300 0.8991
N 0.8725 -1.2625 0.2434
O 0.6095 1.6984 1.2357
S -2.0003 1.2135 0.0292
H -0.8444 2.8224 -2.1470
H 0.8780 2.6672 -1.4750
H -0.5121 3.3796 -0.5579
H 0.5363 0.1339 -2.5613
H -1.1099 0.4320 -2.8680
H -0.7490 -0.6879 -1.7093
H 0.4025 -0.9563 3.0164
H -0.8083 0.2074 2.5969
H -0.9495 -1.6723 2.2676
H 0.2014 -3.2801 0.3605
H 2.0189 -3.0641 -0.0545
H 1.3480 -2.7081 1.7460
```

In terms of stability, a leads; the second structure lies 25.4 kJ/mol higher.

## a
C36H36Li2O16S | wB97M-V/def2-TZVPD

Summary:
E_LUMO = -1.3976 eV
multiplicity = 1
HOMO level = -7.1 eV
total charge = 0

Structure (XYZ):
```
91
C36H36Li2O16S, DFT wB97M-V/def2-TZVPD
Li 2.8709 1.4898 1.0921
Li -1.4501 -1.9895 2.5277
S 0.2768 -0.1695 0.4492
O -1.0223 0.4004 0.1146
O 0.8391 -0.8593 -0.6804
O 1.2445 0.8207 0.8162
O -0.0581 -1.1365 1.5644
C 2.0594 -1.6554 4.0307
C 2.8270 -1.5099 5.3615
C 4.0221 -2.2851 5.5732
C 4.4624 -3.1426 4.6119
C 3.7505 -3.3057 3.3005
C 2.6532 -2.4960 3.0933
O 2.0340 -2.6290 1.8845
O 4.7163 -2.0515 6.7099
H 1.3912 -0.9207 3.5475
H 2.5194 -0.5209 5.8955
H 5.4014 -3.5099 4.7055
H 4.1464 -4.1650 2.8656
H 1.4466 -1.8846 1.6596
H 4.2679 -1.6513 7.2938
C 1.6032 -5.2594 -2.3825
C 1.9743 -6.5261 -2.0342
C 2.8054 -6.7543 -0.8482
C 3.2390 -5.6142 -0.1689
C 2.8251 -4.3288 -0.5947
C 1.9426 -4.1675 -1.6445
O 1.5981 -2.8815 -1.9331
O 3.1149 -7.9953 -0.4669
H 1.0302 -5.2828 -3.3263
H 1.5792 -7.3634 -2.6589
H 3.5440 -5.7779 0.8325
H 3.1834 -3.6289 -0.0004
H 1.2660 -2.1784 -1.1829
H 3.0782 -8.7393 -1.0455
C -6.2172 2.7340 2.4982
C -5.0805 2.0446 2.8906
C -3.8822 2.0024 2.1472
C -3.8579 2.4445 0.7525
C -4.9860 3.0247 0.3178
C -6.2450 3.1730 1.1040
O -7.4120 3.5497 0.5339
O -2.7895 1.2395 2.5273
H -7.1694 2.8329 3.1356
H -5.0004 1.3806 3.7058
H -3.0879 2.1384 -0.0560
H -5.0191 3.2904 -0.6308
H -7.6769 3.2540 -0.4514
H -2.2609 1.0654 1.8790
C 3.3978 2.7568 -4.3873
C 2.7612 1.5052 -4.2045
C 1.8160 1.3892 -3.1322
C 1.6184 2.2873 -2.2303
C 2.3316 3.5124 -2.2494
C 3.1853 3.7425 -3.3080
O 3.7854 4.9721 -3.2590
O 0.9900 0.2160 -3.0778
H 3.9828 2.9134 -5.2777
H 2.7121 0.8207 -4.8925
H 0.7230 2.0328 -1.7325
H 2.1347 4.1352 -1.3525
H 4.6530 5.0495 -3.6916
H 1.0348 -0.1985 -2.3123
C -0.3366 6.1527 2.4350
C -0.0628 4.8548 2.8691
C -0.2470 3.8382 2.0651
C -0.5353 3.9537 0.7427
C -0.7824 5.2192 0.2696
C -0.5862 6.4128 1.0118
O -0.7880 7.6016 0.4772
O 0.1590 2.5265 2.6462
H -0.3321 7.0825 3.0149
H 0.3511 4.7051 3.9723
H -0.6861 3.1618 0.0320
H -0.8095 5.3689 -0.9083
H -1.3766 7.8596 -0.3002
H 0.1548 1.9125 1.7673
C -1.6129 -2.3261 -3.7730
C -1.8722 -1.5679 -2.5879
C -3.1295 -1.2824 -2.0857
C -4.2768 -2.0329 -2.5486
C -4.1086 -2.9429 -3.6709
C -2.8360 -3.0230 -4.3185
O -2.7801 -3.7600 -5.5294
O -3.1593 -0.5292 -0.9513
H -0.6859 -2.3916 -4.0198
H -0.8376 -1.4844 -2.0815
H -5.0545 -1.9499 -2.0861
H -4.9364 -3.5467 -3.9531
H -2.1726 -3.3643 -6.0807
H -2.2830 -0.0880 -0.6165
```

## b
C36H36Li2O16S | wB97M-V/def2-TZVPD

Summary:
E_LUMO = -1.5933 eV
multiplicity = 1
HOMO level = -7.2 eV
total charge = 0

Structure (XYZ):
```
91
C36H36Li2O16S, DFT wB97M-V/def2-TZVPD
Li -1.9473 -2.1249 1.1170
Li -1.3943 1.6151 -3.4860
S -0.5343 0.1221 -0.7530
O -1.3773 -0.7459 0.0830
O -1.3063 0.6231 -1.8510
O -0.0233 1.2241 0.1360
O 0.5767 -0.7819 -1.1100
C -1.5133 3.6401 1.2920
C -2.4623 4.5691 1.7870
C -2.2683 5.9671 1.9050
C -0.9453 6.4331 1.7330
C 0.1067 5.5021 1.3860
C -0.2393 4.1051 1.2120
O 0.7557 3.2291 0.9170
O -3.2543 6.8491 2.2320
H -1.9743 2.6561 1.0770
H -3.4473 4.0601 1.7330
H -0.8433 7.3311 1.7610
H 1.0647 5.7131 1.2640
H 0.4697 2.3441 0.5170
H -4.1843 6.4231 2.2850
C -0.0243 -3.7329 -4.8790
C -1.1703 -4.4329 -5.3950
C -2.2173 -4.6579 -4.5250
C -2.3203 -3.8309 -3.3480
C -1.2343 -3.1459 -2.7880
C -0.0283 -3.1329 -3.6390
O 0.8987 -2.2009 -3.2760
O -3.2673 -5.3979 -4.9080
H 0.8337 -3.5229 -5.6300
H -1.1883 -4.8069 -6.3840
H -3.0843 -3.8469 -2.7590
H -1.4083 -2.4079 -1.9010
H 0.8867 -1.4759 -2.3840
H -4.0973 -5.1879 -4.4780
C 6.0137 0.4251 -3.3750
C 4.8327 0.9851 -2.8770
C 4.0137 0.2421 -2.0810
C 4.5587 -1.0779 -1.5610
C 5.7757 -1.5399 -1.9560
C 6.4177 -0.8949 -3.0330
O 7.6137 -1.4039 -3.5090
O 2.7547 0.8241 -1.6000
H 6.6677 0.9071 -4.0640
H 4.3337 1.9581 -3.4890
H 3.7977 -1.5499 -0.9520
H 6.2117 -2.3369 -1.6280
H 8.1917 -0.7109 -3.5660
H 2.1927 0.0971 -1.2670
C -7.0113 1.6191 -1.6890
C -6.0923 0.5451 -2.1020
C -4.7383 0.6681 -1.7720
C -4.2453 1.8051 -1.1180
C -5.0313 2.9031 -0.9090
C -6.4513 2.8401 -1.2830
O -7.3043 3.8771 -1.0390
O -3.7913 -0.3639 -2.1620
H -7.9973 1.5791 -1.8290
H -6.4303 -0.5179 -2.3220
H -3.1723 2.0861 -0.8880
H -4.5613 3.5961 -0.1450
H -8.2573 3.4701 -0.9440
H -2.9523 -0.1239 -1.9740
C 2.4047 1.3461 4.8380
C 1.3917 1.3701 3.7180
C 0.0167 0.9591 3.9320
C -0.3963 0.6591 5.2370
C 0.6157 0.4051 6.2130
C 2.0287 0.8681 6.0410
O 2.9417 0.7021 7.1120
O -0.8803 1.1731 3.0690
H 3.3387 1.3901 4.5960
H 1.7407 1.7421 2.7650
H -1.3813 0.4211 5.5160
H 0.3097 0.2571 7.0570
H 3.6947 0.9451 6.7830
H -0.6283 1.2261 2.2810
C 2.5387 -2.5059 2.9010
C 2.1617 -2.1679 1.5810
C 2.1487 -3.1659 0.5980
C 2.0327 -4.5199 1.0300
C 2.2297 -4.8969 2.3470
C 2.6827 -3.8749 3.2800
O 2.8137 -4.3079 4.5250
O 1.8677 -3.0199 -0.7220
H 2.7207 -1.8939 3.6480
H 2.3857 -1.2189 1.3140
H 1.8247 -5.2909 0.2120
H 2.1937 -6.0089 2.5110
H 2.4807 -5.1779 4.7010
H 1.5417 -2.2989 -0.8960
```

In terms of stability, a leads; the second structure lies 145.5 kJ/mol higher.

## a
C11H15NO | wB97M-V/def2-TZVPD

Summary:
E_LUMO = 0.6810 eV
multiplicity = 1
HOMO level = -7.7 eV
total charge = 0

Structure (XYZ):
```
28
C11H15NO, DFT wB97M-V/def2-TZVPD
C 0.4955 2.4064 -1.3910
C 0.5746 0.9335 -1.1470
C 0.0147 -0.1678 -1.8798
N 0.5710 -1.3418 -1.3922
C 1.3561 -1.0552 -0.2734
C 2.1765 -1.7281 0.6808
C 2.8389 -1.1802 1.8065
C 2.5571 0.2009 1.9491
C 1.8446 1.0254 1.0670
C 1.3400 0.4196 -0.0653
H -0.5611 2.7897 -1.3854
H 1.1460 2.8322 -2.0478
H 0.8570 2.8012 -0.3873
H -0.8730 -0.1396 -2.3658
H 0.4204 -2.1862 -1.6971
H 2.3445 -2.7997 0.4661
H 3.3410 -1.7592 2.6031
H 2.8752 0.5852 2.9918
H 1.5396 2.0136 1.4952
C -2.0733 -1.0078 0.6926
C -3.0249 -0.2647 -0.2948
O -3.4081 1.0155 0.2411
H -1.0610 -0.6690 0.7219
H -2.1411 -2.0817 0.2773
H -2.5299 -0.8532 1.6326
H -2.5942 -0.4475 -1.2979
H -3.9669 -0.6743 -0.4410
H -4.0593 1.3331 -0.5592
```

## b
C11H15NO | wB97M-V/def2-TZVPD

Summary:
E_LUMO = 0.7533 eV
multiplicity = 1
HOMO level = -7.8 eV
total charge = 0

Structure (XYZ):
```
28
C11H15NO, DFT wB97M-V/def2-TZVPD
C 0.9199 3.0765 -2.2877
C 0.4572 2.3941 -1.0338
C 1.0224 2.3973 0.2120
N 0.2855 1.6421 1.0845
C -0.7230 1.0265 0.3710
C -1.6340 0.0557 0.7652
C -2.4818 -0.4891 -0.1844
C -2.3596 -0.0996 -1.5278
C -1.5430 0.9381 -1.9103
C -0.6529 1.4782 -0.9602
H 0.2300 2.7777 -3.0778
H 1.9260 2.8008 -2.5972
H 0.8372 4.1550 -2.2090
H 1.8950 3.0219 0.2912
H 0.3835 1.6783 2.0751
H -1.6731 -0.2228 1.8128
H -3.2258 -1.1428 0.2257
H -3.0339 -0.6282 -2.1946
H -1.3286 1.2043 -2.9299
C 1.8185 -3.0537 2.2903
C 0.6718 -2.5600 1.4131
O 0.2714 -3.5789 0.4969
H 1.6366 -3.2063 3.3510
H 2.6788 -2.3725 2.2124
H 2.2958 -3.9114 1.8203
H -0.2330 -2.3501 1.9690
H 1.0241 -1.6478 0.9287
H 0.5352 -3.3836 -0.4063
```

## c
C11H15NO | wB97M-V/def2-TZVPD

Summary:
E_LUMO = 0.9244 eV
multiplicity = 1
HOMO level = -7.8 eV
total charge = 0

Structure (XYZ):
```
28
C11H15NO, DFT wB97M-V/def2-TZVPD
C -2.3909 -1.1632 1.0689
C -1.8326 -0.1593 0.1350
C -2.0877 -0.0302 -1.2360
N -1.2040 0.9135 -1.8134
C -0.4708 1.5329 -0.7104
C 0.4236 2.6676 -0.5784
C 0.9474 2.8815 0.6287
C 0.6844 2.1234 1.8241
C -0.2051 1.1213 1.6568
C -0.9395 0.8783 0.4680
H -1.7140 -1.1113 1.9435
H -2.6999 -2.2071 0.7031
H -3.4116 -0.8359 1.4000
H -2.9494 -0.3786 -2.0117
H -1.0779 1.1096 -2.7122
H 0.8575 3.2598 -1.4214
H 1.7441 3.6670 0.7884
H 1.1522 2.3830 2.7770
H -0.4891 0.5526 2.5623
C 1.9298 -1.4518 0.2035
C 1.2769 -2.2979 -0.9312
O 1.8165 -2.3843 -2.2397
H 1.6849 -0.4565 0.0184
H 3.0217 -1.6097 0.3422
H 1.5967 -1.9446 1.1076
H 1.3122 -3.2401 -0.4996
H 0.3083 -1.7693 -1.1642
H 2.7162 -2.0505 -2.3095
```

In terms of stability, b leads; the second structure lies 145.1 kJ/mol higher.

## a
BrH14O7 | wB97M-V/def2-TZVPD

Summary:
E_LUMO = 3.0027 eV
multiplicity = 1
HOMO level = -4.7 eV
total charge = -1

Structure (XYZ):
```
22
BrH14O7, DFT wB97M-V/def2-TZVPD
Br 0.3378 0.3727 -0.5071
O -2.7897 -1.9774 2.7362
H -3.5145 -2.4733 2.3555
H -2.4770 -1.4225 2.0216
O 0.7934 -4.6157 -0.1882
H 0.6285 -3.6732 -0.1618
H 0.3060 -4.9657 0.5576
O -1.9211 3.0278 -3.3472
H -1.9536 3.9647 -3.1537
H -1.3643 2.6602 -2.6608
O 1.0712 -2.2245 3.3716
H 1.9559 -2.5326 3.5681
H 1.1320 -1.8701 2.4845
O 0.3251 4.8286 -0.2168
H 0.1826 3.8942 -0.0655
H 1.0070 5.0718 0.4093
O 3.8577 1.3949 2.5903
H 3.2602 1.0324 1.9363
H 3.3321 1.4558 3.3880
O -1.7425 -0.4923 -5.0982
H -1.0291 -0.5840 -5.7298
H -1.3975 -0.8716 -4.2899
```

## b
BrH14O7 | wB97M-V/def2-TZVPD

Summary:
E_LUMO = 2.9602 eV
multiplicity = 1
HOMO level = -6.2 eV
total charge = -1

Structure (XYZ):
```
22
BrH14O7, DFT wB97M-V/def2-TZVPD
Br 0.1070 -0.3852 0.3925
O -0.4970 0.7548 -2.8675
H 0.3380 0.7378 -3.3115
H -0.2460 0.8918 -1.8795
O 1.4010 -3.5972 -0.6295
H 0.8510 -3.8552 -1.4035
H 1.1830 -2.8002 -0.2655
O -3.1430 1.3318 0.0745
H -2.3340 1.3258 0.4895
H -3.8720 1.2568 0.7895
O 3.2460 0.5158 0.2775
H 3.0290 1.4778 -0.1275
H 2.2260 0.4658 0.5245
O 0.9560 3.1348 0.5215
H 0.5350 3.5458 -0.3245
H 0.6270 2.3048 0.3695
O -2.6580 -1.4352 -1.0635
H -3.4100 -0.8912 -0.6065
H -1.8780 -1.2172 -0.5185
O 1.3030 -1.5052 3.4415
H 1.2500 -0.6472 3.6015
H 0.9860 -1.4092 2.5145
```

In terms of stability, a leads; the second structure lies 58.6 kJ/mol higher.